(1)
ORCA calculation (ωB97M-V/def2-TZVPD) on a 10-piece molecular cluster, C40H53N7O9 overall.

For the total energy, the calculation gives -71196.4293 eV. The SMILES is C[C@H]1COC(=O)O1.C[C@H]1COC(=O)O1.C[C@H]1COC(=O)O1.c1cc[nH]c1.c1cc[nH]c1.c1cc[nH]c1.c1cc[nH]c1.c1cc[nH]c1.c1cc[nH]c1.c1cc[nH]c1. Its HOMO-LUMO gap is 8.418 eV. The value obtained for the HOMO energy is -8.08 eV.

Last columns: bonded neighbours and bond lengths (Å).
Cartesian coordinates (Å):
1 C -0.49863 -0.87560 0.52186  N6 1.355, H68 1.088, C107 1.377
2 C -4.31728 -3.08534 0.93703  O27 1.186, O28 1.387, O36 1.325
3 O -1.51878 0.71624 -3.50754  C54 1.385, C98 1.444
4 H 3.73842 -2.20419 3.60665  C80 1.064
5 C 1.11469 4.33125 -1.50273  H21 1.112, N30 1.373, C76 1.365
6 N 0.16159 -1.00640 -0.65403  C1 1.355, H23 0.978, C88 1.346
7 C 3.77839 -0.15547 -3.70733  C64 1.447, C75 1.412, H79 1.049
8 H 1.94743 -4.37276 0.56947  C44 1.067
9 C -2.45746 -1.61806 4.18919  H63 1.097, H82 1.105, H87 1.106, C92 1.550
10 C 0.29224 -4.24215 -2.32095  C38 1.350, C39 1.479, H47 1.103
11 H -5.13523 -5.06290 -1.11935  C101 1.112
12 H -3.30124 2.27315 -2.22135  C34 1.102
13 C 0.02439 4.14294 -3.43720  H58 1.074, C76 1.390, C100 1.385
14 H 2.28371 6.06537 2.30655  N90 1.021
15 H -3.88595 3.64390 -0.24522  N16 1.003
16 N -3.68136 3.74770 0.73073  H15 1.003, C84 1.388, C105 1.381
17 H 2.15837 0.45366 -5.14332  C75 1.075
18 H 1.14657 2.00665 0.19221  C83 1.071
19 O 1.14778 1.03989 5.08935  C73 1.184
20 H 4.96866 0.22086 -1.77609  C64 1.110
21 H 1.41396 4.44363 -0.43752  C5 1.112
22 N 2.02146 -3.32275 -1.27998  C38 1.376, C44 1.365, H51 1.021
23 H 0.25352 -1.81473 -1.19708  N6 0.978
24 H -0.63663 0.69278 2.00717  C107 1.076
25 H -4.15795 0.87923 -2.85681  C34 1.096
26 C -2.72923 3.91717 2.71028  H61 1.075, C84 1.396, C89 1.424
27 O -4.17790 -1.94342 1.22561  C2 1.186
28 O -3.87427 -3.64570 -0.25182  C2 1.387, C101 1.451
29 C -3.24741 -5.89336 -0.67966  H74 1.056, H86 1.131, H93 1.085, C101 1.495
30 N 1.94106 4.67932 -2.54203  C5 1.373, H70 1.004, C100 1.359
31 H 0.07142 -5.84745 -0.69028  C39 1.086
32 H 2.15433 -0.61545 2.18330  C66 1.080
33 C 3.34192 1.66416 -2.38741  C64 1.423, H67 1.090, N81 1.349
34 C -3.42854 1.18584 -2.09782  H12 1.102, H25 1.096, H53 1.113, C98 1.494
35 H -2.01884 -1.61782 -1.56406  C97 1.052
36 O -4.89099 -3.98155 1.72656  C2 1.325, C60 1.417
37 H -4.28710 -5.93994 1.71672  C60 1.087
38 C 1.25015 -3.29569 -2.41856  C10 1.350, N22 1.376, H102 1.093
39 C 0.49522 -4.90130 -1.01227  C10 1.479, H31 1.086, C44 1.380
40 O -0.66822 -0.54528 -5.26307  C54 1.204
41 C 2.76876 4.00372 2.30936  C49 1.374, H71 1.081, N90 1.385
42 H 1.75061 4.82833 -4.67571  C100 1.068
43 H 0.53900 -2.98550 4.26001  C91 1.085
44 C 1.60511 -4.31456 -0.43989  H8 1.067, N22 1.365, C39 1.380
45 H 5.38826 4.10038 0.27437  C95 1.101
46 H 5.05994 -2.22046 -0.45448  C50 1.074
47 H -0.41743 -4.48618 -3.12961  C10 1.103
48 H 1.78428 2.39635 -3.62427  N81 1.038
49 C 3.80901 3.37442 1.66979  C41 1.374, H56 1.066, C95 1.418
50 C 4.58317 -1.96960 0.47487  H46 1.074, C65 1.388, N94 1.375
51 H 2.53791 -2.48005 -1.02313  N22 1.021
52 H -4.99238 5.38466 0.83011  C105 1.073
53 H -3.88028 0.97459 -1.10251  C34 1.113
54 C -1.28374 -0.43964 -4.23358  O3 1.385, O40 1.204, O59 1.338
55 H 3.96596 6.51967 0.60228  C96 1.081
56 H 4.14917 2.41253 1.98020  C49 1.066
57 H 1.54816 0.12457 -1.72782  C88 1.070
58 H -0.72533 3.87363 -4.15769  C13 1.074
59 O -1.79517 -1.48796 -3.57826  C54 1.338, C97 1.387
60 C -4.92310 -5.27169 1.14208  O36 1.417, H37 1.087, H78 1.074, C101 1.562
61 H -2.19037 3.76636 3.62868  C26 1.075
62 H 3.17667 -0.46168 -0.14961  N94 1.032
63 H -3.18758 -1.21202 4.89984  C9 1.097
64 C 4.22158 0.55446 -2.52666  C7 1.447, H20 1.110, C33 1.423
65 C 4.81252 -2.53811 1.72031  C50 1.388, H77 1.081, C80 1.413
66 C 3.02809 -1.16790 1.87068  H32 1.080, C80 1.340, N94 1.385
67 H 3.28592 2.35343 -1.54501  C33 1.090
68 H -1.24293 -1.55199 0.93680  C1 1.088
69 O -0.75378 -0.20516 5.12803  C73 1.357, C92 1.413
70 H 2.89515 4.99068 -2.55193  N30 1.004
71 H 2.12268 3.68771 3.11597  C41 1.081
72 H -0.03486 -1.89665 3.00231  C91 1.074
73 C 0.56250 0.02947 4.89350  O19 1.184, O69 1.357, O108 1.342
74 H -2.78160 -5.61251 -1.58523  C29 1.056
75 C 2.73145 0.62143 -4.24891  C7 1.412, H17 1.075, N81 1.342
76 C -0.10259 4.05368 -2.05560  C5 1.365, C13 1.390, H106 1.064
77 H 5.55109 -3.28943 1.96220  C65 1.081
78 H -5.93083 -5.63474 1.05898  C60 1.074
79 H 4.30642 -0.92606 -4.18385  C7 1.049
80 C 3.81094 -2.00717 2.56319  H4 1.064, C65 1.413, C66 1.340
81 N 2.50567 1.67236 -3.44559  C33 1.349, H48 1.038, C75 1.342
82 H -2.47410 -1.13047 3.19730  C9 1.105
83 C 0.64870 1.05893 0.15653  H18 1.071, C88 1.434, C107 1.447
84 C -2.76206 3.12367 1.56249  N16 1.388, C26 1.396, H103 1.062
85 H -3.44684 -1.39756 -2.55023  C97 1.089
86 H -3.62340 -6.95601 -0.77182  C29 1.131
87 H -2.75793 -2.65757 3.95950  C9 1.106
88 C 0.90257 0.09532 -0.87448  N6 1.346, H57 1.070, C83 1.434
89 C -3.64682 4.99804 2.58234  C26 1.424, H104 1.049, C105 1.363
90 N 2.78622 5.30769 1.84299  H14 1.021, C41 1.385, C96 1.352
91 C 0.12234 -2.00348 4.05957  H43 1.085, H72 1.074, C92 1.499, O108 1.425
92 C -1.06228 -1.55784 4.86184  C9 1.550, O69 1.413, C91 1.499, H109 1.087
93 H -2.51566 -5.97373 0.11745  C29 1.085
94 N 3.50013 -1.12773 0.56921  C50 1.375, H62 1.032, C66 1.385
95 C 4.48049 4.32231 0.85635  H45 1.101, C49 1.418, C96 1.379
96 C 3.82247 5.52499 1.00145  H55 1.081, N90 1.352, C95 1.379
97 C -2.40944 -1.10430 -2.39551  H35 1.052, O59 1.387, H85 1.089, C98 1.511
98 C -2.18035 0.38333 -2.26766  O3 1.444, C34 1.494, C97 1.511, H99 1.071
99 H -1.38176 0.55405 -1.57433  C98 1.071
100 C 1.30805 4.56583 -3.73935  C13 1.385, N30 1.359, H42 1.068
101 C -4.38628 -5.00277 -0.29979  H11 1.112, O28 1.451, C29 1.495, C60 1.562
102 H 1.41703 -2.51026 -3.16019  C38 1.093
103 H -2.14630 2.33482 1.20771  C84 1.062
104 H -3.96013 5.72596 3.26983  C89 1.049
105 C -4.24158 4.83781 1.36653  N16 1.381, H52 1.073, C89 1.363
106 H -0.99064 3.67906 -1.60574  C76 1.064
107 C -0.24013 0.36417 1.06212  C1 1.377, H24 1.076, C83 1.447
108 O 1.14787 -1.09484 4.45137  C73 1.342, C91 1.425
109 H -0.96053 -2.03926 5.83103  C92 1.087

Here are the Löwdin charges for atoms 1 to 6, given in e:
1. C -0.145
2. C -0.561
3. O 0.065
4. H 0.089
5. C -0.126
6. N 0.033

(2)
ORCA calculation (ωB97M-V/def2-TZVPD) on a 9-piece molecular cluster, C40H54BrN10 overall.

As for the charge: +1. For the total energy, the calculation gives -127290.7259 eV. Its HOMO-LUMO gap is 6.598 eV. The value obtained for the HOMO energy is -9.58 eV.

Last columns: bonded neighbours and bond lengths (Å).
Cartesian coordinates (Å):
1 H 3.96553 9.50853 -0.80148  C26 1.076
2 H 0.63846 -5.21728 1.49936  C81 1.076
3 N -2.50507 -1.11625 -2.30784  C23 1.366, C66 1.367, H67 1.004
4 C -1.83891 -5.91051 -6.53422  C15 1.422, H19 1.077, C91 1.368
5 C -4.00009 -3.62261 6.98741  H71 1.076, N78 1.370, C90 1.368
6 H -7.79574 0.10887 4.35534  C97 1.076
7 H -1.19869 3.42028 0.42675  C36 1.089
8 H -3.32219 2.21922 2.11645  C79 1.086
9 C -5.07296 1.79029 4.93984  N33 1.370, C50 1.368, H92 1.077
10 H -4.34985 4.22351 2.67247  C85 1.082
11 H -2.05237 -3.94775 -5.50091  C91 1.077
12 C -0.52175 -0.13561 -2.38014  C66 1.371, C93 1.419, H98 1.078
13 H -2.00325 -2.97233 -3.22392  C23 1.077
14 H -2.32845 0.85815 -1.52533  C66 1.077
15 C -0.92583 -6.96520 -6.26052  C4 1.422, C68 1.368, H82 1.077
16 H -4.20523 4.71987 0.98627  C85 1.084
17 N 3.33135 -2.10034 -4.27882  H63 1.002, C80 1.371, C83 1.370
18 H -1.21303 -1.49819 2.70812  C53 1.079
19 H -2.58938 -5.88927 -7.30597  C4 1.077
20 C 1.89700 8.65333 -0.88241  H24 1.077, C26 1.422, C44 1.366
21 H 4.18648 -0.28507 -6.83953  C77 1.077
22 H -8.20500 2.76394 4.67272  C75 1.076
23 C -1.65345 -2.00728 -2.89716  N3 1.366, H13 1.077, C93 1.371
24 H 1.35444 9.33541 -1.51427  C20 1.077
25 H 5.34632 -2.73510 -6.75286  C56 1.077
26 C 3.26643 8.74407 -0.50879  H1 1.076, C20 1.422, C45 1.366
27 C -5.95065 -3.49395 5.89373  H43 1.077, C76 1.367, N78 1.370
28 H -1.11135 3.91411 2.11760  C36 1.089
29 C 0.51287 1.83290 2.54720  H39 1.087, C51 1.513, H62 1.084, N72 1.470
30 H 3.14927 4.29204 -0.22909  N102 1.011
31 N 2.39019 6.94364 0.43164  C44 1.374, C45 1.374, H95 1.000
32 H 7.91070 -3.05183 -2.32522  N99 1.002
33 N -5.75326 0.62671 4.69208  C9 1.370, H94 1.002, C97 1.369
34 H -3.29860 2.77838 0.47510  C79 1.087
35 H 4.67800 3.64779 1.70741  C103 1.070
36 C -1.44639 3.12619 1.44513  H7 1.089, H28 1.089, C51 1.540, C79 1.542
37 N -0.56446 -5.32271 -4.82405  C68 1.370, H73 1.002, C91 1.371
38 H 0.39044 7.11531 -0.31062  C44 1.077
39 H 0.88090 0.81651 2.66578  C29 1.087
40 C -0.78635 -2.38954 0.76531  C53 1.368, H100 1.078, N104 1.365
41 H 0.65043 -7.07269 -4.68923  C68 1.076
42 H -0.65709 1.17843 0.85027  C51 1.088
43 H -6.75040 -3.01184 5.35767  C27 1.077
44 C 1.38132 7.53653 -0.28772  C20 1.366, N31 1.374, H38 1.077
45 C 3.54294 7.68035 0.30288  C26 1.366, N31 1.374, H47 1.077
46 C 9.17367 -1.43879 -2.83378  C74 1.368, N99 1.369, H105 1.076
47 H 4.45185 7.38627 0.80018  C45 1.077
48 C 1.60131 3.25247 0.75704  H61 1.070, N72 1.329, N102 1.330
49 C 2.86889 2.65802 2.44117  N72 1.378, Br84 1.851, C103 1.363
50 C -5.98432 2.80993 4.96511  C9 1.368, C75 1.422, H86 1.077
51 C -0.77298 1.77538 1.75202  C29 1.513, C36 1.540, H42 1.088, H64 1.086
52 C 7.05609 -1.56251 -3.55533  C89 1.369, H96 1.076, N99 1.369
53 C -0.80852 -2.31487 2.13136  H18 1.079, C40 1.368, C70 1.422
54 H 7.08320 0.29511 -4.69464  C89 1.077
55 H -4.71626 -1.80394 6.19470  N78 1.001
56 C 4.64948 -2.32477 -6.04224  H25 1.077, C77 1.420, C80 1.367
57 H -6.46628 -5.60304 6.07793  C76 1.077
58 H 2.61244 -0.12359 -4.64283  C83 1.077
59 H -0.05463 -3.89316 -0.51462  N104 1.003
60 H -2.91302 5.13811 2.07570  C85 1.084
61 H 0.75705 3.38161 0.11193  C48 1.070
62 H 0.34010 2.21649 3.54657  C29 1.084
63 H 2.84659 -2.30058 -3.42492  N17 1.002
64 H -1.46133 1.21299 2.37606  C51 1.086
65 H -0.06095 -3.76292 3.67281  C70 1.077
66 C -1.82659 0.02832 -1.99396  N3 1.367, C12 1.371, H14 1.077
67 H -3.48076 -1.27695 -2.13436  N3 1.004
68 C -0.15311 -6.57320 -5.20232  C15 1.368, N37 1.370, H41 1.076
69 H -4.10315 -5.75910 7.40432  C90 1.077
70 C -0.20718 -3.49894 2.63924  C53 1.422, H65 1.077, C81 1.369
71 H -3.08264 -3.25359 7.41224  C5 1.076
72 N 1.60364 2.57705 1.90213  C29 1.470, C48 1.329, C49 1.378
73 H -0.17339 -4.79115 -4.07055  N37 1.002
74 C 8.93942 -0.33149 -3.60303  C46 1.368, H87 1.077, C89 1.423
75 C -7.26462 2.24218 4.72042  H22 1.076, C50 1.422, C97 1.368
76 C -5.77968 -4.79682 6.27227  C27 1.367, H57 1.077, C90 1.422
77 C 4.04376 -1.04102 -6.08610  H21 1.077, C56 1.420, C83 1.369
78 N -4.86152 -2.78542 6.32919  C5 1.370, C27 1.370, H55 1.001
79 C -2.98525 3.03451 1.48371  H8 1.086, H34 1.087, C36 1.542, C85 1.549
80 C 4.19426 -2.95315 -4.91684  N17 1.371, C56 1.367, H101 1.077
81 C 0.15863 -4.25583 1.55865  H2 1.076, C70 1.369, N104 1.371
82 H -0.84639 -7.90305 -6.78324  C15 1.077
83 C 3.23939 -0.92952 -4.98452  N17 1.370, H58 1.077, C77 1.369
84 Br 3.42496 1.91214 4.04172  C49 1.851
85 C -3.65618 4.38002 1.85655  H10 1.082, H16 1.084, H60 1.084, C79 1.549
86 H -5.76057 3.84893 5.14129  C50 1.077
87 H 9.65270 0.44616 -3.81863  C74 1.077
88 H 0.47550 -1.88218 -3.36389  C93 1.078
89 C 7.59492 -0.41035 -4.06170  C52 1.369, H54 1.077, C74 1.423
90 C -4.54181 -4.87833 6.96722  C5 1.368, H69 1.077, C76 1.422
91 C -1.59099 -4.91142 -5.63376  C4 1.368, H11 1.077, N37 1.371
92 H -4.00466 1.79038 5.07709  C9 1.077
93 C -0.41202 -1.42892 -2.95407  C12 1.419, C23 1.371, H88 1.078
94 H -5.33621 -0.28161 4.61736  N33 1.002
95 H 2.29662 6.10847 0.97307  N31 1.000
96 H 6.07510 -1.99132 -3.66429  C52 1.076
97 C -7.08909 0.89545 4.55600  H6 1.076, N33 1.369, C75 1.368
98 H 0.26562 0.59154 -2.26686  C12 1.078
99 N 8.02370 -2.18164 -2.80974  H32 1.002, C46 1.369, C52 1.369
100 H -1.13849 -1.70540 0.01052  C40 1.078
101 H 4.40916 -3.92878 -4.51511  C80 1.077
102 N 2.81961 3.74744 0.55568  H30 1.011, C48 1.330, C103 1.374
103 C 3.64443 3.39466 1.59604  H35 1.070, C49 1.363, N102 1.374
104 N -0.19783 -3.57325 0.42490  C40 1.365, H59 1.003, C81 1.371
105 H 10.05505 -1.76204 -2.30731  C46 1.076

Here are the Löwdin charges for atoms 1 to 6, given in e:
1. H 0.099
2. H 0.110
3. N 0.022
4. C -0.105
5. C -0.143
6. H 0.109